Record 1
DFT (ωB97M-V/def2-TZVPD) results for a gas-phase ion, C4H11BN (charge +1) in a non-equilibrium geometry.

The total charge is +1. The HOMO-LUMO gap (alpha / beta) comes out at 6.22 / 8.46 eV. Its LUMO energy (alpha / beta) is -3.79 / -6.96 eV. The HOMO energy (alpha / beta) comes out at -0.368 / -0.567 hartree. The spin multiplicity is 3. The calculation puts the max |F| at 0.078 Eh/bohr.

XYZ file:
```
17
Properties=species:S:1:pos:R:3:forces:R:3
B -1.238201 1.636766 0.058753 -1.6 -2.4 1.5
C -1.867946 0.150621 0.006268 2.6 -0.5 2.9
C 1.358037 1.289467 0.171800 1.6 -1.2 -3.2
C -0.833118 -1.107258 -0.164554 0.1 4.0 -0.3
C 0.611712 -1.030184 0.462638 -2.1 -1.7 1.1
N 1.496147 -0.120422 -0.322472 -1.7 0.1 -0.7
H -1.393693 2.722119 -0.230936 0.6 1.2 -0.8
H -2.400430 -0.181287 1.024187 0.9 1.4 -2.0
H -2.561760 0.087080 -0.782740 -1.0 -0.2 -1.0
H 1.916963 1.941116 -0.494748 -0.7 0.5 -0.1
H 1.714255 1.303305 1.137101 -0.1 0.3 2.5
H -1.523413 -1.846058 0.147571 0.6 -1.7 0.2
H -0.552180 -1.148695 -1.216843 -0.7 -0.6 -0.4
H 0.714947 -0.926790 1.587715 -0.1 0.4 -1.5
H 0.911022 -2.022556 0.198250 0.9 -0.7 0.2
H 1.197629 -0.264990 -1.343964 0.6 0.7 1.5
H 2.450021 -0.482237 -0.238020 0.2 0.4 0.0
```
Forces are in eV/Å.



Record 2
DFT (ωB97M-V/def2-TZVPD) results for a molecular structure, C23H22IN4O3OsS2.

The total charge is +1. The HOMO-LUMO gap comes out at 7.19 eV. Its LUMO energy is -3.28 eV. The HOMO energy comes out at -0.385 hartree. The calculation puts the max |F| at 0.016 Eh/bohr.

XYZ file:
```
56
Properties=species:S:1:pos:R:3:forces:R:3
Os 0.155119 0.520461 -0.770262 -0.2 0.4 -0.7
O -1.090742 1.532757 2.060452 -0.1 -0.1 0.1
S -2.088647 0.610151 1.599191 0.0 -0.1 -0.3
O -3.463196 1.004564 1.643960 -0.1 0.0 0.1
N -1.647630 0.220507 0.041110 -0.3 0.1 0.7
C -2.584585 -0.484825 -0.758556 0.0 0.0 0.2
C -3.838854 -0.931939 -0.418115 0.0 0.0 -0.1
C -4.619664 -1.643730 -1.355446 0.0 0.0 0.0
C -4.177204 -1.901291 -2.619516 0.0 0.0 0.0
C -2.890667 -1.458995 -3.001568 0.0 0.0 0.0
C -2.329961 -1.663351 -4.281002 0.0 0.0 0.0
C -1.069062 -1.210261 -4.549645 0.0 0.0 0.0
C -0.341976 -0.565610 -3.537586 -0.1 0.0 0.0
N -0.845836 -0.356853 -2.335789 0.4 0.0 0.1
C -2.112457 -0.772288 -2.056269 -0.1 -0.1 -0.1
C -1.887500 -0.899246 2.488882 0.0 0.0 0.0
C -0.604631 -1.419689 2.620597 -0.1 0.0 0.0
C -0.432165 -2.605269 3.311403 0.0 0.0 0.0
C -1.530968 -3.254211 3.864154 0.0 0.0 0.0
C -2.802464 -2.719938 3.733319 0.0 0.0 0.0
C -2.989056 -1.531159 3.039512 0.0 0.0 0.0
H -4.259525 -0.720126 0.549850 0.0 0.0 0.0
H -5.601111 -1.980370 -1.049967 0.0 0.0 0.0
H -4.788312 -2.438772 -3.332006 0.0 0.0 0.0
H -2.907266 -2.182732 -5.035232 0.0 0.0 0.0
H -0.611984 -1.346797 -5.518631 0.0 0.0 0.0
H 0.670222 -0.225533 -3.704019 0.0 0.0 0.0
H 0.240509 -0.891567 2.196428 0.0 0.0 0.0
H 0.558656 -3.024026 3.426380 0.0 0.0 0.0
H -1.390488 -4.180959 4.404350 0.0 0.0 0.0
H -3.652200 -3.223973 4.172997 0.0 0.0 0.0
H -3.969730 -1.085844 2.943305 0.0 0.0 0.0
C 0.347930 2.049887 -1.796192 0.2 -0.2 0.4
H 0.716920 2.968256 -1.327462 -0.1 0.1 0.0
H 0.013934 2.191962 -2.824688 0.0 -0.1 0.0
S 1.959283 -0.882545 -1.165303 0.2 -0.1 0.0
C 3.428165 0.001218 -0.932052 -0.2 0.1 0.0
N 3.421851 1.328883 -1.154366 0.1 -0.1 0.0
C 4.517488 2.110400 -1.084697 0.0 0.0 0.0
C 5.726266 1.559520 -0.770468 0.0 0.0 0.0
C 5.786464 0.177094 -0.539188 0.0 0.0 0.0
C 4.654137 -0.597758 -0.620709 0.0 0.0 0.0
H 2.501965 1.716016 -1.403302 0.0 0.0 0.0
H 4.369130 3.160504 -1.290646 0.0 0.0 0.0
H 6.606193 2.180966 -0.708677 0.0 0.0 0.0
H 6.734453 -0.283663 -0.295217 0.0 0.0 0.0
H 4.683971 -1.663420 -0.449039 0.0 0.0 0.0
N 0.506478 3.435613 1.335916 0.1 0.1 -0.1
C 1.359669 2.431107 1.512223 0.2 -0.1 -0.1
O 1.356148 1.377967 0.845246 -0.1 0.1 0.0
C 2.432268 2.599889 2.547078 0.0 0.0 0.0
I 1.645016 2.067121 4.460729 0.0 0.0 0.0
H -0.373240 3.200190 0.894936 0.0 0.1 0.0
H 0.472500 4.161663 2.033975 0.0 0.0 0.0
H 2.787902 3.623856 2.616018 0.0 0.0 0.0
H 3.248482 1.916191 2.343604 0.0 0.0 0.0
```
Forces are in eV/Å.



Record 3
DFT (ωB97M-V/def2-TZVPD) results for 2 unconnected molecules or ions with the total composition H4O2 in a non-equilibrium geometry.

The total charge is 0. The HOMO-LUMO gap comes out at 12.18 eV. Its LUMO energy is 0.44 eV. The HOMO energy comes out at -0.431 hartree. As for the structure (SMILES): O.O. The calculation puts the max |F| at 0.041 Eh/bohr.

XYZ file:
```
6
Properties=species:S:1:pos:R:3:forces:R:3
O -1.365017 -0.928300 1.111511 0.1 0.0 -0.7
H -0.714983 -0.294528 1.417298 0.2 0.2 0.3
H -1.227455 -0.896573 0.150415 -0.3 -0.2 0.4
O 1.295329 0.981892 -1.029691 0.6 -1.9 0.1
H 0.500994 0.490074 -1.339105 1.0 0.5 0.3
H 1.998955 0.272290 -0.883178 -1.5 1.4 -0.4
```
Forces are in eV/Å.



Record 4
DFT (ωB97M-V/def2-TZVPD) results for a molecular structure, C5H7NO in a non-equilibrium geometry.

The total charge is 0. The HOMO-LUMO gap (alpha / beta) comes out at 9.11 / 8.52 eV. Its LUMO energy (alpha / beta) is -0.20 / -0.19 eV. The HOMO energy (alpha / beta) comes out at -0.342 / -0.320 hartree. The calculation puts the max |F| at 0.028 Eh/bohr.

XYZ file:
```
14
Properties=species:S:1:pos:R:3:forces:R:3
O -1.131817 -0.628606 2.213169 0.3 0.2 -0.1
C -0.983515 -0.546784 0.814858 0.0 -0.1 -0.3
C -0.673667 0.782321 0.204291 -0.3 1.1 0.9
C 0.786089 0.591710 -0.170802 0.1 0.1 0.3
C 0.769493 0.318516 -1.658318 -0.1 0.1 -0.1
N -0.245942 -0.716994 -1.296148 0.1 -0.4 -0.7
C 0.321734 -0.884943 0.027959 0.1 -0.4 0.6
H -0.543177 0.007952 2.631019 0.1 0.0 0.1
H -1.839142 -1.079832 0.389902 0.2 0.0 0.1
H -1.071462 1.731118 0.624175 -0.2 -0.3 -0.7
H 1.570835 1.150566 0.346394 -0.1 -0.1 0.1
H 0.362970 1.075100 -2.335260 0.2 0.0 0.2
H 1.695786 -0.091257 -2.097021 -0.3 -0.2 0.2
H 0.981817 -1.708868 0.305782 -0.1 -0.1 -0.4
```
Forces are in eV/Å.